1.
{
  "formula": "C3H4N2O",
  "method": "ωB97M-V with the def2-TZVPD basis set",
  "orbital_gap_ev": 10.01,
  "smiles": "Oc1cc[nH]n1",
  "homo_ev": -9.09,
  "e_lumo_ev": 0.93,
  "elements": ["O", "C", "N", "N", "C", "C", "H", "H", "H", "H"],
  "xyz": [[2.2358, -0.0063, -0.2539], [0.9621, -0.2317, 0.1523], [0.3687, -1.3874, 0.3265], [-0.9427, -1.0399, 0.2452], [-1.1534, 0.2709, 0.0108], [0.0756, 0.8631, 0.0203], [1.8855, 0.7017, -0.8452], [-1.6419, -1.7517, 0.3382], [-2.1349, 0.6814, -0.1586], [0.3452, 1.9000, 0.1645]],
  "atomic_forces_ev_per_a": [[-0.2, 0.4, -0.3], [-0.6, 0.1, -0.1], [0.1, 0.3, -0.3], [-0.4, -0.2, 0.0], [-0.2, -0.1, 0.4], [-0.6, 0.0, 0.6], [2.2, -0.3, 0.0], [0.0, -0.1, 0.0], [-0.1, -0.1, 0.3], [-0.1, 0.0, -0.6]]
}

=====

2.
{
  "formula": "C20H14Cl2N4O6S2V",
  "method": "ωB97M-V with the def2-TZVPD basis set",
  "orbital_gap_ev": [7.47, 7.53],
  "charge": -1,
  "homo_ev": [-5.78, -5.82],
  "s_squared": 2.0105,
  "e_lumo_ev": [1.69, 1.71],
  "multiplicity": 3,
  "elements": ["V", "N", "C", "C", "O", "N", "C", "C", "O", "O", "H", "H", "H", "H", "H", "H", "Cl", "C", "C", "C", "Cl", "C", "C", "C", "C", "N", "C", "C", "O", "H", "H", "H", "H", "O", "S", "O", "N", "C", "S", "C", "C", "C", "C", "C", "C", "H", "H", "H", "H"],
  "xyz": [[0.0567, -0.3811, 0.2289], [0.2024, 1.6957, 0.6925], [-0.8517, 2.3538, -0.1310], [-2.1180, 1.5024, 0.0433], [-3.2116, 2.0117, 0.2699], [-1.8241, 0.1756, -0.0313], [-2.7335, -0.7785, 0.6068], [-1.9064, -1.5013, 1.6969], [-2.3033, -2.4916, 2.2868], [-0.7179, -0.9297, 1.8651], [0.0527, 1.8596, 1.6774], [1.1359, 2.0099, 0.4613], [-0.5478, 2.3202, -1.1699], [-1.0482, 3.3749, 0.1655], [-3.1092, -1.5294, -0.0841], [-3.5768, -0.2825, 1.0720], [1.3890, 1.2428, -4.1911], [1.1887, -0.4076, -3.6853], [1.3732, -1.4559, -4.6228], [1.2238, -2.7526, -4.2670], [1.4705, -4.0120, -5.4569], [0.8475, -3.0968, -2.9446], [0.6370, -4.4050, -2.4528], [0.2158, -4.5862, -1.1722], [-0.0125, -3.4693, -0.3469], [0.2065, -2.2479, -0.7587], [0.6541, -2.0443, -2.0456], [0.8548, -0.6680, -2.3910], [0.6760, 0.2234, -1.4346], [1.6357, -1.2102, -5.6441], [0.8068, -5.2535, -3.1049], [0.0553, -5.5801, -0.7726], [-0.3777, -3.5834, 0.6698], [5.2114, -4.6170, 0.6221], [4.8667, -3.7971, 1.7478], [5.7944, -3.7106, 2.8404], [4.4423, -2.2951, 1.2352], [3.1979, -2.0136, 1.5251], [2.4857, -0.5036, 1.0917], [2.4653, -3.1270, 2.2337], [1.1725, -3.1508, 2.7235], [0.7018, -4.3388, 3.2871], [1.5255, -5.4615, 3.3840], [2.8446, -5.4144, 2.9383], [3.2779, -4.2361, 2.3678], [0.5375, -2.2723, 2.6617], [-0.3239, -4.3783, 3.6404], [1.1387, -6.3801, 3.8157], [3.5069, -6.2698, 3.0340]],
  "atomic_forces_ev_per_a": [[0.9, 0.7, 0.4], [-0.1, 0.3, -0.3], [-0.1, -0.5, 0.4], [0.0, -0.5, 0.0], [0.2, -0.1, -0.1], [-0.8, 0.1, 0.1], [0.7, 0.3, 0.0], [0.4, 0.2, 0.1], [0.2, 0.4, -0.2], [-1.4, -1.2, 1.2], [-0.1, 0.1, 0.2], [0.1, 0.1, -0.1], [0.2, 0.0, -0.2], [-0.1, 0.2, 0.1], [-0.1, -0.1, -0.1], [-0.3, 0.1, 0.1], [0.0, -0.2, 0.0], [0.2, 0.0, -0.8], [0.1, 0.6, -0.2], [0.0, -0.4, 0.0], [0.0, 0.1, 0.2], [0.0, -0.2, 0.1], [0.1, 0.0, -0.3], [-0.1, -0.2, 0.3], [-0.1, -0.2, 0.1], [0.1, 0.0, -0.6], [-0.3, 0.0, 0.4], [-0.4, 0.1, 1.2], [0.8, 0.0, -2.1], [0.0, 0.1, 0.1], [0.0, 0.1, 0.0], [0.0, 0.1, 0.0], [0.0, 0.0, -0.1], [0.1, -0.1, -0.1], [0.0, 0.1, 0.0], [0.1, 0.0, 0.0], [-0.5, 0.4, 0.1], [0.3, -0.2, -0.2], [0.0, -0.2, 0.1], [0.0, 0.2, -0.1], [-0.1, -0.1, 0.1], [0.1, 0.0, 0.0], [-0.1, 0.1, 0.0], [0.0, -0.1, 0.0], [-0.1, -0.1, 0.1], [0.1, -0.2, 0.0], [0.1, 0.0, 0.0], [0.0, 0.1, 0.0], [-0.1, 0.1, 0.0]]
}

=====

3.
{
  "formula": "C6H14NS",
  "method": "ωB97M-V with the def2-TZVPD basis set",
  "orbital_gap_ev": 9.49,
  "charge": 1,
  "homo_ev": -12.97,
  "e_lumo_ev": -3.48,
  "elements": ["C", "C", "C", "C", "H", "H", "H", "H", "H", "H", "C", "C", "S", "N", "H", "H", "H", "H", "H", "H", "H", "H"],
  "xyz": [[-2.3918, -0.3074, 1.2826], [-2.0096, -1.1465, 0.3186], [-1.6962, -0.8817, -1.0896], [-1.1007, -1.8144, -1.8455], [-2.5830, 0.7485, 1.1318], [-2.5577, -0.7174, 2.2706], [-1.8473, -2.1841, 0.6141], [-1.9487, 0.0697, -1.5483], [-0.8119, -1.6675, -2.8756], [-0.8503, -2.7803, -1.4116], [1.0658, 0.8511, -0.1125], [2.3344, 1.5494, 0.3515], [2.4012, 3.2851, -0.1677], [1.0183, -0.5540, 0.4564], [0.9475, 0.7612, -1.1933], [0.1381, 1.3346, 0.1989], [3.1773, 1.0088, -0.0925], [2.4411, 1.4481, 1.4395], [1.2630, 3.6070, 0.5084], [0.3399, -1.1354, -0.0535], [0.7099, -0.5354, 1.4302], [1.9611, -0.9394, 0.3877]],
  "atomic_forces_ev_per_a": [[0.0, -0.1, -0.2], [0.1, -0.2, 0.2], [0.0, -0.2, -0.4], [0.2, 0.0, 0.5], [0.0, 0.0, -0.1], [0.0, 0.2, 0.0], [-0.1, 0.0, -0.1], [-0.1, 0.1, 0.2], [-0.2, 0.1, -0.1], [-0.1, 0.0, -0.1], [-0.8, 0.1, -0.2], [-0.1, -0.5, 0.0], [-0.5, -0.2, 0.3], [0.2, 0.4, 0.0], [0.5, 0.0, 0.0], [0.2, 0.1, 0.3], [0.1, 0.4, 0.0], [-0.1, 0.2, -0.2], [0.5, 0.1, -0.3], [0.1, 0.1, -0.2], [0.2, -0.1, 0.0], [-0.2, -0.3, 0.1]]
}

=====

Please write out number 3 again, unchanged.
{
  "formula": "C6H14NS",
  "method": "ωB97M-V with the def2-TZVPD basis set",
  "orbital_gap_ev": 9.49,
  "charge": 1,
  "homo_ev": -12.97,
  "e_lumo_ev": -3.48,
  "elements": ["C", "C", "C", "C", "H", "H", "H", "H", "H", "H", "C", "C", "S", "N", "H", "H", "H", "H", "H", "H", "H", "H"],
  "xyz": [[-2.3918, -0.3074, 1.2826], [-2.0096, -1.1465, 0.3186], [-1.6962, -0.8817, -1.0896], [-1.1007, -1.8144, -1.8455], [-2.5830, 0.7485, 1.1318], [-2.5577, -0.7174, 2.2706], [-1.8473, -2.1841, 0.6141], [-1.9487, 0.0697, -1.5483], [-0.8119, -1.6675, -2.8756], [-0.8503, -2.7803, -1.4116], [1.0658, 0.8511, -0.1125], [2.3344, 1.5494, 0.3515], [2.4012, 3.2851, -0.1677], [1.0183, -0.5540, 0.4564], [0.9475, 0.7612, -1.1933], [0.1381, 1.3346, 0.1989], [3.1773, 1.0088, -0.0925], [2.4411, 1.4481, 1.4395], [1.2630, 3.6070, 0.5084], [0.3399, -1.1354, -0.0535], [0.7099, -0.5354, 1.4302], [1.9611, -0.9394, 0.3877]],
  "atomic_forces_ev_per_a": [[0.0, -0.1, -0.2], [0.1, -0.2, 0.2], [0.0, -0.2, -0.4], [0.2, 0.0, 0.5], [0.0, 0.0, -0.1], [0.0, 0.2, 0.0], [-0.1, 0.0, -0.1], [-0.1, 0.1, 0.2], [-0.2, 0.1, -0.1], [-0.1, 0.0, -0.1], [-0.8, 0.1, -0.2], [-0.1, -0.5, 0.0], [-0.5, -0.2, 0.3], [0.2, 0.4, 0.0], [0.5, 0.0, 0.0], [0.2, 0.1, 0.3], [0.1, 0.4, 0.0], [-0.1, 0.2, -0.2], [0.5, 0.1, -0.3], [0.1, 0.1, -0.2], [0.2, -0.1, 0.0], [-0.2, -0.3, 0.1]]
}

=====

Repeat the first record exactly.
{
  "formula": "C3H4N2O",
  "method": "ωB97M-V with the def2-TZVPD basis set",
  "orbital_gap_ev": 10.01,
  "smiles": "Oc1cc[nH]n1",
  "homo_ev": -9.09,
  "e_lumo_ev": 0.93,
  "elements": ["O", "C", "N", "N", "C", "C", "H", "H", "H", "H"],
  "xyz": [[2.2358, -0.0063, -0.2539], [0.9621, -0.2317, 0.1523], [0.3687, -1.3874, 0.3265], [-0.9427, -1.0399, 0.2452], [-1.1534, 0.2709, 0.0108], [0.0756, 0.8631, 0.0203], [1.8855, 0.7017, -0.8452], [-1.6419, -1.7517, 0.3382], [-2.1349, 0.6814, -0.1586], [0.3452, 1.9000, 0.1645]],
  "atomic_forces_ev_per_a": [[-0.2, 0.4, -0.3], [-0.6, 0.1, -0.1], [0.1, 0.3, -0.3], [-0.4, -0.2, 0.0], [-0.2, -0.1, 0.4], [-0.6, 0.0, 0.6], [2.2, -0.3, 0.0], [0.0, -0.1, 0.0], [-0.1, -0.1, 0.3], [-0.1, 0.0, -0.6]]
}